Entry 1:
Formula: C21H28BeN2OS3Si2
Source: the OMol25 dataset
Level of theory: wB97M-V/def2-TZVPD

Computed properties:
gap between HOMO and LUMO = 4.7656 eV
calculated total energy = -75924.823 eV
E_HOMO = -0.021 hartree
charge = -2
multiplicity = 1
E_LUMO = 4.184 eV

Geometry (Å):
Be -0.1958 -0.9776 -0.5053
C 2.5958 -2.9316 0.2546
Si 1.3200 -2.5470 -1.1329
C 2.3561 -2.8783 -2.7136
C 0.1854 -4.1244 -1.0752
C 0.7330 -5.4182 -1.1027
C -0.0574 -6.5579 -1.0361
C -1.4428 -6.4244 -0.9472
C -2.0048 -5.1548 -0.9302
C -1.2230 -3.9887 -0.9882
Si -2.0423 -2.2251 -0.9399
C -3.2272 -2.3863 0.5666
C -3.2711 -2.3566 -2.4085
H 3.0537 -3.9246 0.1462
H 2.0874 -2.8888 1.2267
H 3.4027 -2.1857 0.2751
H 2.9472 -3.7993 -2.6219
H 3.0472 -2.0478 -2.9085
H 1.7062 -2.9768 -3.5925
H 1.8128 -5.5394 -1.1803
H 0.3983 -7.5431 -1.0486
H -2.0753 -7.3049 -0.8913
H -3.0893 -5.0685 -0.8705
H -3.9358 -3.2195 0.4635
H -3.8057 -1.4638 0.7131
H -2.6344 -2.5449 1.4766
H -3.9856 -3.1752 -2.2509
H -2.7373 -2.5475 -3.3487
H -3.8417 -1.4271 -2.5384
C 1.4600 0.4261 2.5008
C 0.2654 0.7097 1.5912
C -0.9277 1.2052 2.4079
O -0.0704 -0.4157 0.8798
H 1.7827 1.3359 3.0256
H 2.2927 0.0426 1.9045
H 1.1905 -0.3349 3.2419
H 0.5587 1.5248 0.9151
H -1.1659 0.4858 3.2000
H -1.7983 1.2952 1.7535
H -0.7216 2.1827 2.8624
S -1.4192 6.7536 -2.0397
C -0.7872 5.2274 -1.7251
S -1.1660 3.8801 -2.7255
C -0.1518 2.7727 -1.7596
N 0.4047 3.4292 -0.7845
N 0.0427 4.7817 -0.7568
C 0.6172 5.5148 0.3309
C 0.5008 6.8971 0.4581
C 1.0795 7.5489 1.5428
C 1.7740 6.8518 2.5153
C 1.8845 5.4731 2.3898
C 1.3183 4.8060 1.3157
S -0.0094 1.1459 -2.1898
H -0.0402 7.4601 -0.2845
H 0.9727 8.6256 1.6154
H 2.2186 7.3692 3.3577
H 2.4157 4.8983 3.1390
H 1.4027 3.7347 1.2273

Forces on the atoms, in the same order (eV/Å):
Be 0.08 0.33 -0.10
C 0.03 0.01 0.11
Si -0.05 -0.24 0.10
C 0.01 0.14 -0.19
C -0.05 -0.06 0.01
C -0.10 0.06 -0.02
C -0.11 0.11 0.01
C 0.13 0.08 -0.01
C 0.10 0.04 -0.02
C 0.04 -0.08 -0.01
Si 0.03 -0.29 0.16
C -0.02 0.04 0.10
C 0.02 0.17 -0.20
H -0.02 0.06 0.01
H 0.09 -0.01 -0.11
H -0.11 -0.07 -0.03
H -0.05 0.04 -0.01
H -0.06 -0.10 0.03
H 0.08 0.02 0.10
H -0.05 0.02 0.03
H 0.00 -0.02 -0.01
H -0.01 -0.02 -0.01
H 0.07 0.01 0.02
H 0.04 0.04 0.02
H 0.07 -0.10 -0.04
H -0.09 0.03 -0.10
H 0.05 0.03 -0.02
H -0.07 0.03 0.12
H 0.07 -0.12 0.03
C 0.09 0.03 0.06
C 0.11 0.04 -0.14
C -0.05 0.05 0.02
O -0.19 -0.15 0.30
H 0.00 -0.09 -0.01
H -0.06 0.04 0.05
H 0.03 0.03 -0.04
H -0.01 0.01 -0.11
H -0.01 0.03 -0.05
H 0.05 0.03 0.04
H -0.03 -0.07 0.00
S -0.12 0.00 -0.11
C 0.12 -0.09 0.07
S -0.05 -0.28 -0.14
C -0.24 0.44 -0.10
N 0.10 0.15 0.27
N 0.22 -0.05 0.20
C -0.05 -0.13 0.03
C 0.06 0.13 0.01
C -0.05 0.00 -0.08
C -0.01 -0.03 -0.01
C -0.01 -0.05 -0.04
C -0.06 -0.02 -0.05
S 0.02 -0.03 -0.12
H 0.06 -0.03 0.06
H 0.01 -0.02 -0.01
H -0.01 -0.02 -0.02
H -0.01 -0.01 -0.02
H 0.01 -0.03 -0.01



Entry 2:
Formula: C33H88Cl2CoO33S11
Source: the OMol25 dataset
Level of theory: wB97M-V/def2-TZVPD

Computed properties:
gap between HOMO and LUMO (spin up / spin down) = 9.6761 / 9.4465 eV
calculated total energy = -285072.296 eV
E_HOMO (spin up / spin down) = -0.361 / -0.352 hartree
multiplicity = 4
E_LUMO (spin up / spin down) = -0.138 / -0.141 eV
<S²> = 3.755

Geometry (Å):
Co 0.6801 -0.1466 0.3616
Cl 2.0406 -1.8773 -0.3642
Cl -1.0838 1.3354 0.6683
O 0.4938 0.5623 -2.0571
S 0.9536 0.3382 -3.3854
O 0.1163 0.3514 -4.5619
O 2.2405 1.3207 -3.6335
C 2.2794 1.9670 -4.9137
C 3.0481 3.2672 -4.6429
C 1.8391 -1.2284 -3.4956
H 1.2297 2.0492 -5.2692
H 2.7097 1.3009 -5.6681
H 2.6230 3.8426 -3.8165
H 3.0758 3.9457 -5.5090
H 4.0609 3.0154 -4.4093
H 1.2230 -2.0254 -3.0492
H 2.7562 -1.1081 -2.9192
H 2.0980 -1.4065 -4.5293
O -2.3136 -3.6319 -2.8394
S -1.9360 -2.8513 -1.6929
O -1.4121 -1.5436 -1.7808
O -3.2720 -2.6706 -0.8070
C -4.0086 -3.8534 -0.5275
C -5.3515 -3.3547 0.0824
C -0.8530 -3.8924 -0.6435
H -3.4231 -4.4966 0.1321
H -4.1328 -4.4125 -1.4614
H -5.8223 -2.6574 -0.6044
H -5.1401 -2.7902 1.0072
H -6.0383 -4.1651 0.2945
H 0.0354 -3.9580 -1.2639
H -1.2583 -4.8957 -0.5349
H -0.6198 -3.3870 0.2809
O -0.8962 -2.1347 3.9484
S -1.4322 -2.0528 2.6322
O -0.5944 -1.8994 1.4548
O -2.3101 -3.3722 2.3081
C -3.0019 -3.9334 3.4768
C -2.1933 -5.1209 4.0111
C -2.6473 -0.7889 2.7144
H -4.0238 -4.2219 3.2467
H -3.0575 -3.1225 4.2061
H -2.0701 -5.8322 3.1987
H -2.7326 -5.6443 4.8089
H -1.2241 -4.7897 4.3608
H -2.3900 -0.0883 1.9045
H -2.5996 -0.2335 3.6661
H -3.6692 -1.1473 2.5892
O -6.9411 1.3547 1.6797
S -6.2400 0.3426 0.9636
O -5.5549 -0.6914 1.6731
O -7.1987 -0.3590 -0.0976
C -8.2576 0.4369 -0.6637
C -9.5404 0.0743 0.0842
C -5.0697 1.1791 -0.1706
H -8.3579 0.2263 -1.7231
H -7.9144 1.4799 -0.5634
H -9.7852 -0.9809 -0.1035
H -10.3911 0.6881 -0.2194
H -9.3918 0.2044 1.1635
H -5.7182 1.6663 -0.8873
H -4.4914 0.4386 -0.7302
H -4.3709 1.7215 0.4608
O 2.9959 3.4012 1.2929
S 2.9803 2.5603 0.1267
O 2.0084 1.4927 0.0984
O 2.5299 3.5220 -1.0620
C 1.1257 3.9134 -1.1235
C 0.9732 5.3446 -1.7550
C 4.4063 2.1832 -0.3669
H 0.7752 3.8844 -0.0885
H 0.5928 3.1754 -1.7329
H 0.9813 5.2129 -2.8342
H 1.8641 5.9083 -1.4721
H 0.0678 5.8513 -1.4220
H 4.4261 1.5197 -1.2068
H 4.8491 1.6494 0.4950
H 5.0274 3.0854 -0.4835
O -4.9095 1.0695 -5.5544
S -4.8601 0.3634 -4.3033
O -5.4472 0.8631 -3.1087
O -5.5258 -1.0744 -4.5989
C -5.9018 -1.8810 -3.4338
C -6.2699 -3.2532 -3.9802
C -3.1646 -0.1763 -3.9470
H -6.7652 -1.4254 -2.9014
H -5.0713 -1.8421 -2.7284
H -5.3556 -3.7182 -4.3379
H -6.9935 -3.1799 -4.7907
H -6.7098 -3.8784 -3.1945
H -2.7009 -0.3314 -4.9313
H -3.2146 -1.1307 -3.3823
H -2.6624 0.6050 -3.3666
O 1.2311 0.0281 2.4695
S 2.3924 -0.1091 3.2791
O 2.4874 -1.1154 4.3123
O 3.5979 -0.1884 2.3021
C 4.8254 -0.9065 2.8734
C 5.9767 -0.7799 1.8795
C 2.6359 1.5459 4.1104
H 4.5601 -1.9544 3.0095
H 4.9117 -0.4127 3.8411
H 6.2150 0.2694 1.7640
H 5.6415 -1.1782 0.9334
H 6.8817 -1.2765 2.2214
H 3.4666 1.5615 4.8357
H 1.7055 1.7584 4.6331
H 2.7468 2.2943 3.3411
O 2.8766 -6.7565 3.2832
S 3.0639 -5.3808 3.6804
O 3.0824 -4.9550 5.0130
O 4.4071 -4.7168 2.9893
C 4.6681 -5.4298 1.7218
C 5.7059 -4.4985 1.0865
C 1.7517 -4.3639 2.7622
H 3.7321 -5.4239 1.1835
H 5.0120 -6.4639 1.8541
H 6.1434 -4.9420 0.1898
H 6.4755 -4.2528 1.8468
H 5.2539 -3.5494 0.7678
H 1.8253 -4.4943 1.6699
H 1.8764 -3.3204 3.0641
H 0.8043 -4.8071 3.1028
O -3.7892 7.1542 -0.6760
S -3.3399 5.8617 -0.3894
O -4.2357 4.8338 0.0596
O -2.5789 5.3736 -1.7477
C -2.5426 3.8577 -2.0199
C -3.1688 3.7722 -3.3883
C -1.9306 6.0603 0.7757
H -3.0656 3.3699 -1.2034
H -1.4783 3.6556 -1.9643
H -4.1458 4.2372 -3.3026
H -3.2906 2.7651 -3.8025
H -2.5809 4.3611 -4.0974
H -2.2995 6.6909 1.5819
H -1.1223 6.5969 0.2657
H -1.5567 5.1360 1.1877
O 0.4054 4.1569 5.0907
S -0.6615 4.8264 4.3824
O -1.5686 5.7042 5.0365
O -0.0684 5.6669 3.1407
C 1.1244 5.1594 2.5403
C 2.1938 6.2308 2.8286
C -1.6791 3.5635 3.6458
H 0.9535 5.0512 1.4663
H 1.3799 4.1723 2.9784
H 3.1430 5.9344 2.3785
H 2.3018 6.3082 3.9313
H 1.9029 7.2117 2.4522
H -2.3810 4.0574 2.9678
H -2.1763 3.1282 4.5200
H -1.1494 2.7275 3.1705
O 9.0293 -0.8191 -1.2994
S 8.8635 -1.9010 -0.3893
O 8.9834 -1.7986 1.0398
O 7.4909 -2.6675 -0.6907
C 6.8776 -2.5212 -2.0156
C 5.7812 -1.4427 -1.9207
C 10.0399 -3.1868 -0.8483
H 6.4937 -3.5051 -2.2845
H 7.7056 -2.2912 -2.6866
H 5.2109 -1.2843 -2.8209
H 6.2348 -0.4578 -1.6654
H 5.0765 -1.7590 -1.1427
H 9.8122 -4.0673 -0.2742
H 11.0548 -2.7879 -0.6443
H 9.9729 -3.3733 -1.9335

Forces on the atoms, in the same order (eV/Å):
Co -0.20 -0.01 0.15
Cl -0.04 0.18 0.32
Cl 0.17 0.07 -0.27
O -0.29 0.52 -0.02
S 1.89 -2.10 -1.55
O -0.23 0.76 1.09
O -1.31 -0.74 0.53
C -0.81 0.78 -0.43
C -0.73 0.12 -0.96
C -0.18 0.36 0.83
H 0.72 0.69 0.29
H 0.57 0.13 0.25
H -0.06 -0.35 -0.04
H -0.10 -0.40 0.08
H 0.70 -0.08 0.28
H 0.24 0.43 -0.31
H -0.22 -0.13 0.14
H -0.25 0.04 -0.31
O 0.35 0.46 -0.19
S -0.78 -2.35 1.97
O 0.61 0.89 -0.41
O 1.15 0.56 -0.34
C -1.35 -0.33 0.09
C 1.36 -0.11 0.14
C -0.41 0.42 -1.37
H -0.18 0.14 0.34
H -0.28 0.14 0.07
H -0.08 0.01 -0.10
H -0.15 -0.39 -0.45
H -0.03 -0.24 0.01
H 0.27 -0.02 0.02
H -0.25 0.15 0.01
H -0.12 -0.06 -0.09
O 0.96 -0.57 0.07
S -1.27 0.29 -0.24
O -0.41 0.03 1.01
O 0.26 0.14 0.18
C 0.77 0.08 0.80
C -0.68 0.26 -0.35
C -0.33 1.09 -0.29
H 0.07 0.10 -0.69
H -0.11 -0.26 0.17
H 0.16 -0.13 -0.09
H 0.10 0.27 -0.04
H 0.14 0.02 0.15
H -0.31 -0.24 0.22
H 0.34 -0.52 -0.32
H 0.29 -0.22 -0.17
O -0.46 0.05 0.24
S 1.62 0.87 -1.52
O -0.41 -0.24 0.08
O 0.47 -0.75 0.18
C -0.41 0.70 0.64
C 0.18 0.11 0.12
C -0.54 -1.57 0.73
H 0.36 -0.30 -0.12
H -0.77 -0.19 -0.03
H 0.08 0.29 0.02
H 0.13 -0.01 -0.10
H -0.03 0.02 -0.28
H 0.35 0.80 0.13
H -0.23 -0.19 0.25
H -0.31 0.61 -0.18
O 0.70 -0.88 0.16
S -8.71 3.60 1.01
O 1.26 -0.22 0.29
O 0.55 0.09 -0.62
C -0.44 0.70 0.09
C 1.05 -1.53 0.51
C 6.99 -1.74 -0.55
H -0.37 -0.05 -0.31
H 0.18 -0.03 0.39
H -0.16 0.33 -0.10
H -0.19 0.22 0.01
H 0.05 -0.21 -0.12
H -0.12 -0.17 -0.60
H -0.05 -0.03 -0.33
H -0.39 -0.32 -0.22
O -0.01 -0.21 0.94
S 1.00 -1.73 -1.16
O -0.45 0.70 0.56
O -0.21 0.43 0.31
C -0.86 0.52 -0.13
C 0.47 0.17 0.51
C -0.70 -0.01 -0.33
H 0.48 -0.02 -0.54
H 0.06 -0.50 0.01
H -0.05 -0.27 -0.17
H 0.07 0.15 0.00
H 0.16 0.14 -0.05
H 0.00 0.05 0.47
H 0.03 0.85 -0.41
H -0.06 -0.29 -0.15
O -1.05 -0.20 -0.77
S 1.34 1.55 3.29
O -0.30 0.49 -1.27
O 1.28 -0.92 -0.28
C -0.56 0.21 -0.30
C -0.97 0.68 0.81
C -0.34 -1.16 -0.24
H -0.19 0.14 0.08
H 0.76 -0.28 -0.05
H 0.22 0.32 -0.18
H 0.13 -0.20 -0.27
H -0.17 -0.20 0.05
H -0.29 -0.35 -0.51
H -0.07 -0.16 0.10
H 0.22 0.08 -0.31
O 0.63 0.72 0.46
S -1.45 1.51 -3.45
O 0.18 0.14 1.86
O -1.17 -2.37 0.26
C 0.91 1.66 0.00
C -0.07 -0.13 0.02
C 0.80 -1.20 0.66
H -0.11 -0.20 -0.45
H -0.06 0.45 0.34
H 0.19 -0.05 0.19
H -0.23 -0.29 -0.62
H -0.08 -0.26 0.20
H 0.20 0.06 0.52
H -0.11 -0.26 0.01
H 0.28 0.36 -0.02
O -0.84 1.87 -0.38
S 2.42 -1.97 -0.04
O 0.27 0.20 0.02
O -0.67 -1.10 1.31
C 0.23 1.91 0.08
C 0.03 -0.13 -0.11
C -0.69 0.33 -0.63
H -0.09 -0.15 -0.18
H -0.02 -0.40 -0.14
H -0.22 -0.09 -0.19
H 0.12 0.17 0.32
H -0.05 -0.08 0.07
H -0.09 -0.04 0.04
H -0.36 -0.11 -0.02
H -0.14 -0.41 -0.20
O -0.32 0.66 -0.34
S -0.01 -0.96 -0.43
O 0.23 0.41 0.17
O -1.01 -0.69 0.95
C 1.17 0.42 0.16
C 0.00 -0.81 0.51
C 0.11 -0.24 0.15
H -0.13 0.01 0.25
H -0.08 0.74 -0.39
H 0.00 0.08 0.09
H 0.09 -0.03 -0.66
H -0.12 -0.12 -0.09
H 0.01 -0.27 0.22
H -0.21 0.27 -0.20
H 0.21 0.58 -0.15
O -0.29 0.74 0.10
S 1.06 -2.41 0.31
O -0.59 0.55 -0.79
O -0.07 0.40 0.18
C 0.16 0.63 0.15
C 0.81 0.05 0.64
C 0.32 1.06 -0.73
H -0.10 0.06 0.23
H -0.35 0.24 -0.30
H -0.04 -0.28 -0.57
H -0.21 -0.73 0.02
H 0.06 0.24 -0.10
H 0.02 -0.27 0.22
H -0.66 -0.29 0.08
H -0.12 0.03 0.48



Entry 3:
Formula: C34H64BrN4O3P
Source: the OMol25 dataset
Level of theory: wB97M-V/def2-TZVPD

Computed properties:
gap between HOMO and LUMO = 6.9385 eV
calculated total energy = -127719.914 eV
E_HOMO = -0.296 hartree
multiplicity = 1
E_LUMO = -1.104 eV

Geometry (Å):
C -10.6627 7.1319 1.4033
C -9.4032 6.8353 0.7757
N -8.9495 5.4252 0.4215
C -8.2758 5.7319 -0.8854
O -8.6944 6.5341 -1.7528
C -6.9810 4.8184 -0.9735
C -6.1655 4.2848 -2.1657
O -6.5418 4.6149 -3.4946
C -4.9352 3.3725 -1.8476
C -4.6426 3.0499 -0.3503
C -3.3522 2.1078 -0.0893
C -2.0859 3.1316 0.0129
C -1.8691 3.6826 1.5262
Br -0.3850 2.2379 -0.5426
C -5.5093 3.6058 0.8378
P -5.1030 3.1351 2.5998
C -6.2650 3.8377 3.8968
C -5.4566 1.2365 2.6654
C -6.6659 0.9128 1.6136
C -6.6957 4.5389 0.5362
C -7.7586 5.3317 1.3510
O -7.8709 5.9454 2.4241
H -10.5890 7.5938 2.4590
H -11.6712 6.9897 0.8669
H -8.7255 7.7285 0.5003
H -6.1285 5.4772 -3.7220
H -4.2596 2.9575 -2.6814
H -3.4231 1.5976 0.9250
H -3.2155 1.3975 -0.9728
H -2.2513 4.0711 -0.6359
H -2.6019 4.5421 1.6719
H -2.0681 2.8409 2.2709
H -0.7931 4.0732 1.6720
H -6.0319 4.9530 4.0356
H -7.3517 3.6303 3.6148
H -5.9989 3.3329 4.9022
H -4.5251 0.6127 2.4721
H -5.9211 1.0323 3.7029
H -7.2321 -0.0464 1.9059
H -6.2986 0.8774 0.5295
H -7.4380 1.7685 1.7091
C -0.7906 -5.2074 -0.7181
C -1.5991 -3.9909 -1.1515
N -1.1964 -2.7513 -0.4946
C -2.1367 -1.6550 -0.7056
C -2.3162 -1.1375 -2.1321
C 0.2145 -2.3910 -0.6093
C 0.7921 -2.2181 -2.0127
H -0.8243 -5.3391 0.3668
H -1.2033 -6.1096 -1.1774
H 0.2547 -5.1352 -1.0285
H -2.6450 -4.1973 -0.8987
H -1.5526 -3.9067 -2.2449
H -1.8622 -0.8130 -0.0587
H -3.1186 -1.9779 -0.3379
H -1.4699 -0.5270 -2.4494
H -3.2031 -0.4987 -2.1823
H -2.4578 -1.9436 -2.8549
H 0.8055 -3.1553 -0.0909
H 0.4027 -1.4772 -0.0348
H 0.4745 -3.0061 -2.6988
H 1.8855 -2.2497 -1.9642
H 0.5232 -1.2529 -2.4426
C 3.2201 -5.4533 -0.6468
C 4.5551 -5.2407 0.0562
N 4.6209 -4.0090 0.8360
C 5.9722 -3.6780 1.2787
C 6.6545 -4.6322 2.2582
C 3.5753 -3.8265 1.8386
C 3.4380 -4.8928 2.9238
H 2.9684 -4.6010 -1.2844
H 3.2733 -6.3418 -1.2817
H 2.4040 -5.6111 0.0630
H 5.3229 -5.2022 -0.7246
H 4.7768 -6.1236 0.6693
H 5.9744 -2.6704 1.7113
H 6.6075 -3.5982 0.3878
H 6.2556 -4.5284 3.2678
H 7.7215 -4.3990 2.3149
H 6.5677 -5.6769 1.9525
H 2.6135 -3.7456 1.3186
H 3.6993 -2.8488 2.3174
H 3.5058 -5.9079 2.5274
H 2.4612 -4.7971 3.4086
H 4.1902 -4.7728 3.7037
C 5.3325 -1.1960 -1.6928
C 6.6987 -0.7464 -2.1969
N 6.9125 0.6952 -2.1185
C 8.0983 1.1428 -2.8440
C 9.4608 0.6590 -2.3487
C 6.7204 1.3026 -0.8051
C 7.5746 0.7821 0.3497
H 4.5264 -0.6771 -2.2187
H 5.2087 -2.2685 -1.8655
H 5.2156 -1.0258 -0.6197
H 6.7672 -1.0536 -3.2463
H 7.4754 -1.3033 -1.6567
H 8.1068 2.2384 -2.8809
H 7.9898 0.8312 -3.8899
H 9.7697 1.1802 -1.4420
H 10.2217 0.8660 -3.1066
H 9.4782 -0.4161 -2.1583
H 5.6665 1.1877 -0.5263
H 6.8557 2.3869 -0.8841
H 7.6418 -0.3077 0.3657
H 7.1327 1.0952 1.3011
H 8.5841 1.1926 0.3207

Forces on the atoms, in the same order (eV/Å):
C 1.81 -0.34 -0.88
C -3.44 1.09 1.40
N 2.01 4.56 -2.36
C -0.02 -0.66 -3.30
O 1.38 -2.78 3.41
C 1.00 -0.73 1.63
C 0.83 -0.36 3.15
O 1.09 -0.07 1.97
C -2.48 1.60 3.07
C -1.72 1.04 -1.15
C -0.08 1.97 -0.01
C -0.63 0.89 1.17
C 0.26 -0.19 -0.77
Br -0.86 0.25 0.04
C -1.71 1.07 -2.42
P 1.36 -0.89 0.46
C -0.53 0.09 0.08
C -2.06 0.06 -0.58
C -0.15 0.13 0.64
C 2.70 -1.64 -3.73
C -1.39 0.57 1.08
O 1.84 -2.66 -2.77
H -0.37 0.77 -2.45
H 1.56 -1.28 1.66
H -0.17 -1.92 1.54
H -0.46 -0.68 0.26
H -1.29 0.72 1.48
H 0.04 0.35 -1.60
H -0.26 0.92 1.43
H 0.45 -1.83 0.63
H 0.92 -1.24 0.06
H 0.26 1.29 -0.96
H -1.76 -0.62 -0.37
H -0.66 -1.68 -0.42
H 1.33 0.56 0.76
H -0.36 0.55 -1.79
H -1.28 0.84 0.41
H 1.18 0.30 -1.47
H 1.08 1.30 -0.63
H -0.59 -0.04 1.61
H 1.19 -1.35 -0.30
C 0.13 0.01 -0.02
C 0.12 -0.02 0.10
N -0.13 0.22 0.19
C -0.20 -0.08 0.18
C 0.01 0.22 -0.15
C 0.16 -0.28 0.17
C 0.24 0.16 -0.12
H 0.03 0.09 -0.06
H 0.01 0.09 0.01
H -0.06 -0.01 0.05
H 0.02 0.28 -0.01
H -0.03 -0.08 -0.12
H 0.19 -0.13 -0.04
H 0.09 -0.16 -0.03
H -0.02 -0.07 -0.03
H -0.01 -0.07 -0.01
H 0.01 0.03 0.05
H -0.15 -0.04 -0.07
H -0.27 -0.02 -0.05
H -0.02 0.01 0.04
H -0.07 0.00 0.01
H -0.03 -0.09 -0.08
C -0.09 0.00 0.08
C -0.14 0.09 0.00
N 0.17 0.27 0.01
C 0.09 0.08 -0.23
C 0.17 0.00 0.20
C -0.30 -0.01 -0.24
C -0.11 0.00 0.30
H 0.02 0.00 0.10
H 0.02 0.05 0.06
H 0.03 0.03 -0.05
H 0.11 0.14 0.21
H 0.01 -0.14 -0.02
H -0.20 -0.08 -0.01
H -0.15 -0.08 -0.06
H -0.01 -0.09 -0.05
H -0.05 0.00 -0.03
H -0.03 0.06 0.01
H 0.13 -0.08 -0.07
H 0.23 -0.06 -0.14
H 0.02 0.05 -0.02
H 0.07 -0.01 -0.05
H 0.01 -0.13 -0.05
C -0.01 0.05 0.09
C -0.17 0.07 0.06
N 0.09 0.25 -0.19
C -0.10 -0.03 -0.23
C 0.25 0.08 0.02
C -0.38 -0.10 0.04
C 0.11 0.12 0.28
H 0.09 0.04 0.05
H 0.03 0.06 0.06
H -0.04 -0.05 -0.07
H 0.18 0.22 0.03
H 0.05 -0.14 0.03
H -0.13 -0.09 0.16
H -0.12 -0.10 0.11
H -0.01 -0.11 0.00
H -0.05 -0.01 0.02
H -0.03 0.06 0.01
H 0.08 -0.11 -0.11
H 0.11 -0.12 -0.22
H -0.02 0.03 -0.04
H 0.02 -0.03 -0.07
H 0.01 -0.14 0.00